Record 1
{
  "formula": "C2H7N4O",
  "method": "the ωB97M-V functional and the def2-TZVPD basis",
  "symbols": ["C", "C", "N", "N", "N", "N", "O", "H", "H", "H", "H", "H", "H", "H"],
  "xyz": [[1.33639, 0.01983, -0.00948], [1.54639, -1.33614, -0.09263], [0.07056, 0.66360, -0.08420], [-2.16299, 0.39266, -0.16763], [-3.33896, -0.10763, 0.11920], [2.37064, 0.88998, 0.16541], [-0.98357, -0.15387, 0.34234], [0.76411, -1.93488, -0.42494], [2.56769, -1.60834, 0.24426], [-0.42867, 1.48390, -0.54996], [-3.43499, -0.89400, 0.68791], [-4.08272, 0.23746, -0.49054], [3.34263, 0.44109, 0.26044], [2.43349, 1.90634, -0.00019]],
  "max_force_ev_per_a": 3.63,
  "homo_energy_ev": [-11.603, -12.177],
  "total_charge": 1,
  "de_lowest_ev": 7.378,
  "gap_ev": [4.9, 6.6],
  "smiles": "C=C(N)NON=[NH2+]",
  "e_tot_ev": -10181.916
}


Record 2
{
  "formula": "C2H7N4O",
  "method": "the ωB97M-V functional and the def2-TZVPD basis",
  "symbols": ["C", "C", "N", "N", "N", "N", "O", "H", "H", "H", "H", "H", "H", "H"],
  "xyz": [[-1.28594, -0.41393, 0.30414], [0.45211, -0.36981, 0.67396], [-1.43595, 0.83083, -0.14733], [0.67486, 0.96638, 0.50927], [1.01249, -1.28846, -0.57833], [-0.31369, 1.61889, -0.32043], [-2.04369, -1.37722, 0.27597], [0.89409, -0.83265, 1.49543], [-2.36375, 1.22634, -0.29559], [1.52105, 1.46577, 0.59196], [1.22700, -0.50226, -1.26101], [1.75273, -1.79218, -0.11042], [0.41117, -2.09924, -1.10842], [-0.50250, 2.56755, -0.02919]],
  "max_force_ev_per_a": 4.91,
  "homo_energy_ev": -13.047,
  "total_charge": 1,
  "de_lowest_ev": 3.882,
  "gap_ev": 9.5,
  "smiles": "[NH3+][C@H]1NNNC1=O",
  "e_tot_ev": -10185.411
}


Record 3
{
  "formula": "C2H7N4O",
  "method": "the ωB97M-V functional and the def2-TZVPD basis",
  "symbols": ["C", "C", "N", "N", "N", "N", "O", "H", "H", "H", "H", "H", "H", "H"],
  "xyz": [[1.33522, -0.08014, -0.09009], [0.73352, 1.26960, 0.03639], [2.53156, -0.38724, -0.28582], [0.44603, -0.97960, 0.22205], [-2.16688, -0.48189, -0.50018], [-1.17939, -0.00569, 0.31952], [-0.69897, 1.16519, -0.16229], [1.04784, 1.77779, 0.90646], [1.13802, 2.08584, -0.59575], [3.00984, -1.25347, -0.32123], [0.37050, -1.97416, 0.24492], [-2.78519, -1.18807, -0.12265], [-2.58999, 0.23849, -1.05121], [-1.19211, -0.18666, 1.39990]],
  "max_force_ev_per_a": 5.14,
  "homo_energy_ev": [-13.503, -13.501],
  "total_charge": 1,
  "de_lowest_ev": 7.317,
  "gap_ev": [7.8, 7.8],
  "e_tot_ev": -10181.977
}


Record 4
{
  "formula": "C2H7N4O2S2",
  "method": "the ωB97M-V functional and the def2-TZVPD basis",
  "symbols": ["C", "C", "N", "N", "N", "N", "O", "O", "S", "S", "H", "H", "H", "H", "H", "H", "H"],
  "xyz": [[-0.09781, -2.00785, 0.92406], [0.64118, -1.15766, 0.11458], [-0.96503, -1.97237, 1.89524], [-1.68574, -2.54912, 2.60167], [-1.59051, 3.02822, 1.54495], [2.16132, -0.48160, -2.97819], [-1.71744, 0.60462, 2.00001], [-0.70169, 1.28379, -0.19592], [0.46438, 0.35814, -0.81023], [-2.02711, 1.56375, 0.95355], [0.31254, -3.06187, 0.83547], [1.42136, -1.60065, -0.39266], [-1.09869, 3.21231, 2.35736], [-1.96757, 3.88119, 1.17218], [2.32761, 0.52862, -3.20793], [1.48585, -0.74274, -3.74477], [3.03736, -0.88678, -3.06936]],
  "max_force_ev_per_a": 7.53,
  "homo_energy_ev": -12.768,
  "total_charge": 1,
  "de_lowest_ev": 0.000,
  "gap_ev": 7.3,
  "e_tot_ev": -33901.812
}


Record 5
{
  "formula": "C2H7N5",
  "method": "the ωB97M-V functional and the def2-TZVPD basis",
  "symbols": ["C", "C", "N", "N", "N", "N", "N", "H", "H", "H", "H", "H", "H", "H"],
  "xyz": [[0.56345, 1.46439, -0.09914], [-1.03836, -0.36239, -0.14020], [1.77875, -1.30436, 0.28811], [-2.35756, -0.06781, 0.03316], [-0.45760, -1.48382, 0.19373], [0.74112, -1.23759, -0.51482], [-0.16056, 0.45174, -0.81714], [1.66196, -1.19475, 1.29192], [2.67727, -1.42465, -0.15289], [-2.99877, -0.84145, 0.11391], [-2.69327, 0.73615, -0.47139], [1.29434, 1.91950, -0.76943], [-0.11117, 2.25594, 0.25119], [1.10042, 1.08909, 0.79297]],
  "max_force_ev_per_a": 0.67,
  "homo_energy_ev": -7.797,
  "de_lowest_ev": 3.749,
  "gap_ev": 8.9,
  "smiles": "C/N=C(N)/N=N/N",
  "e_tot_ev": -9634.289
}


Record 6
{
  "formula": "C2H7N5O",
  "method": "the ωB97M-V functional and the def2-TZVPD basis",
  "symbols": ["C", "C", "H", "H", "H", "H", "H", "H", "H", "N", "N", "N", "N", "N", "O"],
  "xyz": [[0.17610, 0.69942, -0.05497], [-0.84978, -0.23172, 0.12786], [2.26528, -0.50795, -0.94300], [1.11087, -0.85353, -2.07596], [1.30492, 1.92203, -0.92697], [-1.30954, 0.05476, 1.23017], [-2.26275, -2.94689, -0.84351], [0.10318, 0.24187, 2.85512], [0.54517, 1.88622, 2.83719], [1.77024, -0.03676, -1.75681], [0.86410, 1.05012, -1.30493], [-0.96158, -1.29533, -0.58326], [0.59370, 1.32995, 0.98304], [0.21430, 1.20605, 2.25475], [-1.88505, -2.29762, 0.03502]],
  "max_force_ev_per_a": 5.66,
  "homo_energy_ev": -8.496,
  "de_lowest_ev": 6.048,
  "gap_ev": 8.7,
  "smiles": "N/N=C(\\C=N\\O)NN",
  "e_tot_ev": -11679.160
}


Record 7
{
  "formula": "C2H7N5O",
  "method": "the ωB97M-V functional and the def2-TZVPD basis",
  "symbols": ["C", "C", "H", "H", "H", "H", "H", "H", "H", "N", "N", "N", "N", "N", "O"],
  "xyz": [[-0.62286, -0.18936, -0.43372], [1.83491, -0.90344, 0.03427], [0.96356, 1.64804, -0.92605], [-0.46103, 2.73521, -0.38704], [-1.77854, -1.81357, -0.35418], [-2.22588, 0.12104, 2.01136], [0.25978, -1.76594, -0.85198], [2.66035, -1.55198, -0.56188], [1.64383, 0.91227, 0.97879], [0.14777, 1.96612, -0.11915], [-0.90507, 1.00940, -0.11095], [-1.57854, -1.01810, 0.19852], [0.59463, -0.69618, -0.74729], [2.20772, -0.12661, 0.93664], [-2.74061, -0.32688, 0.33265]],
  "max_force_ev_per_a": 6.67,
  "homo_energy_ev": -8.517,
  "de_lowest_ev": 9.847,
  "gap_ev": 6.9,
  "e_tot_ev": -11675.361
}


Record 8
{
  "formula": "C2H7N5O",
  "method": "the ωB97M-V functional and the def2-TZVPD basis",
  "symbols": ["C", "C", "H", "H", "H", "H", "H", "H", "H", "N", "N", "N", "N", "N", "O"],
  "xyz": [[0.09510, -1.03493, 1.30681], [-0.12428, -0.87628, -1.02155], [0.56062, 1.46243, 1.70920], [1.47529, 1.19074, 3.29103], [-0.28729, -2.01860, 1.34285], [-0.47067, 1.22410, -0.94182], [0.15127, -1.90021, -1.05788], [-1.93206, 0.61941, -2.71064], [-0.32950, 1.03766, -3.34049], [1.09616, 0.82694, 2.32210], [1.00741, -0.56994, 2.18751], [-0.33450, -0.25605, 0.10062], [-0.43622, -0.67039, -2.27807], [-0.78764, 0.71128, -2.46231], [-0.35113, 1.19485, 0.11341]],
  "max_force_ev_per_a": 5.58,
  "homo_energy_ev": -8.011,
  "de_lowest_ev": 5.826,
  "gap_ev": 8.6,
  "smiles": "N/N=C\\N(O)/C=N\\N",
  "e_tot_ev": -11679.382
}


Number 4 is which compound?
C2H7N4O2S2


Copy entry 5 word for word.
{
  "formula": "C2H7N5",
  "method": "the ωB97M-V functional and the def2-TZVPD basis",
  "symbols": ["C", "C", "N", "N", "N", "N", "N", "H", "H", "H", "H", "H", "H", "H"],
  "xyz": [[0.56345, 1.46439, -0.09914], [-1.03836, -0.36239, -0.14020], [1.77875, -1.30436, 0.28811], [-2.35756, -0.06781, 0.03316], [-0.45760, -1.48382, 0.19373], [0.74112, -1.23759, -0.51482], [-0.16056, 0.45174, -0.81714], [1.66196, -1.19475, 1.29192], [2.67727, -1.42465, -0.15289], [-2.99877, -0.84145, 0.11391], [-2.69327, 0.73615, -0.47139], [1.29434, 1.91950, -0.76943], [-0.11117, 2.25594, 0.25119], [1.10042, 1.08909, 0.79297]],
  "max_force_ev_per_a": 0.67,
  "homo_energy_ev": -7.797,
  "de_lowest_ev": 3.749,
  "gap_ev": 8.9,
  "smiles": "C/N=C(N)/N=N/N",
  "e_tot_ev": -9634.289
}